(1)
9
Properties=species:S:1:pos:R:3 method="wB97M-V/def2-TZVPD" homo_ev=-9.7167 de_lowest_kj_mol=0.0 lumo_energy_ha=0.01106 charge=0 homo_lumo_gap_ev=10.018
S 1.975 0.970 0.236
S 2.105 -0.521 -1.206
H 3.217 0.859 0.723
H 1.577 -1.489 -0.447
C -1.778 0.042 0.142
H -1.342 -0.165 -0.837
H -1.792 -0.874 0.733
H -1.171 0.782 0.643
H -2.790 0.397 0.014

(2)
94
Properties=species:S:1:pos:R:3 method="wB97M-V/def2-TZVPD" homo_ev=-1.1988 de_lowest_kj_mol=51.0 lumo_energy_ha=0.12783 charge=-2 homo_lumo_gap_ev=4.677
Li 0.685 -0.122 -0.036
C 4.484 -1.447 -0.141
O 3.726 -0.241 -0.232
C 4.222 0.995 -0.145
C 5.554 1.396 -0.117
C 5.847 2.754 -0.047
Br 7.683 3.289 -0.010
C 4.884 3.723 -0.002
C 3.531 3.334 -0.036
C 3.203 1.976 -0.108
O 1.955 1.502 -0.138
C 2.471 4.325 -0.001
N 1.200 4.033 -0.051
C 0.517 5.230 -0.021
C -0.851 5.482 -0.082
C -1.252 6.805 -0.027
C -0.330 7.854 0.080
C 1.034 7.615 0.124
C 1.437 6.288 0.067
N 2.678 5.684 0.074
H 5.553 -1.292 -0.249
H 4.130 -2.121 -0.919
H 4.268 -1.927 0.813
H 6.359 0.684 -0.150
H 5.165 4.764 0.063
H 1.301 2.257 -0.137
H -1.543 4.658 -0.208
H -2.308 7.039 -0.075
H -0.687 8.876 0.117
H 1.746 8.428 0.194
H 3.567 6.142 0.121
C -1.014 -3.873 -2.316
C -2.281 -3.283 -1.687
C -3.314 -4.395 -1.487
P -1.830 -2.190 -0.223
C -3.294 -1.001 -0.247
C -4.714 -1.426 -0.621
C -3.271 -0.152 1.027
C -2.087 -3.208 1.343
C -1.134 -4.405 1.391
C -3.494 -3.647 1.757
H -1.273 -4.443 -3.218
H -0.481 -4.533 -1.630
H -0.320 -3.081 -2.589
H -2.699 -2.557 -2.399
H -2.893 -5.213 -0.902
H -3.597 -4.797 -2.466
H -4.220 -4.043 -0.993
H -2.961 -0.331 -1.045
H -5.191 -2.030 0.151
H -4.733 -1.986 -1.557
H -5.325 -0.528 -0.766
H -3.667 -0.696 1.889
H -3.862 0.757 0.887
H -2.243 0.149 1.243
H -1.741 -2.490 2.100
H -1.436 -5.190 0.695
H -1.130 -4.835 2.399
H -0.115 -4.122 1.129
H -3.856 -4.468 1.140
H -4.213 -2.832 1.713
H -3.462 -4.005 2.793
O 3.849 -3.876 -1.482
S 2.959 -4.114 -0.335
O 2.139 -5.318 -0.508
O 3.686 -4.109 0.944
S 1.607 -2.540 -0.253
Br -4.018 1.324 -3.492
C -2.336 0.469 -3.769
C -2.254 -0.347 -4.889
C -1.070 -1.013 -5.165
C 0.015 -0.875 -4.316
C -0.091 -0.079 -3.189
C -1.263 0.618 -2.891
C -1.297 1.452 -1.596
O -1.992 2.473 -1.575
O -0.586 0.983 -0.668
H -3.116 -0.458 -5.533
H -1.005 -1.648 -6.040
H 0.939 -1.403 -4.515
H 0.735 -0.004 -2.496
N 0.635 -0.287 6.358
C 0.644 -0.135 4.975
C 1.056 -1.167 4.137
C 1.021 -0.980 2.766
N 0.609 0.159 2.195
C 0.198 1.135 2.998
C 0.189 1.042 4.378
H 1.209 -1.035 6.709
H 0.701 0.562 6.893
H 1.410 -2.104 4.550
H 1.343 -1.765 2.078
H -0.135 2.044 2.505
H -0.162 1.864 4.990